{
  "formula": "H22O11",
  "method": "the ωB97M-V functional and the def2-TZVPD basis",
  "spin_multiplicity": 1,
  "total_energy_ha": -840.5061,
  "homo_energy_ev": -7.52,
  "relative_energy_kj_mol": 981.9,
  "fmax_ev_per_a": 15.273,
  "charge": 0,
  "orbital_gap_ev": 6.65,
  "elements": ["H", "H", "H", "H", "H", "H", "H", "H", "H", "H", "H", "H", "H", "H", "H", "H", "H", "H", "H", "H", "H", "H", "O", "O", "O", "O", "O", "O", "O", "O", "O", "O", "O"],
  "coordinates": [[-0.2184, 0.1328, -0.8084], [1.0494, -0.3444, -0.4581], [3.5224, -0.4134, -0.0561], [4.5898, -0.9731, -1.0327], [-0.5047, 2.5676, 0.9098], [-2.0419, 2.8975, 0.9717], [2.5249, -1.8663, 1.7678], [1.0532, -2.0235, 1.7513], [0.3616, -1.3296, -1.5565], [0.9712, -2.7604, -1.5485], [0.3374, 1.5138, -1.5560], [0.7931, 1.8787, -2.8416], [4.8400, 0.1771, 0.8467], [5.2289, 1.6457, 0.9259], [-4.5285, 0.1597, 0.6116], [-3.7786, -0.8529, 1.4148], [-1.4015, 0.3718, 1.2799], [-2.6225, 0.9918, 1.1734], [-3.9801, -1.7966, -0.8596], [-2.5792, -1.8198, -0.5718], [-1.5237, 0.3742, -2.2350], [-2.4430, 0.1730, -0.9010], [0.2978, 0.1669, -0.0715], [3.6849, -0.7766, -0.9341], [-1.1836, 2.7778, 1.4710], [1.8516, -2.1134, 2.3678], [1.0593, -1.9104, -1.1433], [0.5590, 2.3190, -2.0564], [5.6259, 0.7055, 0.7704], [-4.6723, -0.6193, 1.1402], [-1.7580, 1.2664, 1.3133], [-3.2763, -2.4620, -0.9445], [-2.1445, 0.8080, -1.5665]],
  "forces_ev_per_a": [[-3.417, 0.423, -2.519], [0.114, 0.626, 1.513], [0.185, -0.136, -0.428], [1.788, -0.119, 0.092], [2.205, -0.280, -2.492], [2.569, 0.832, 0.626], [1.485, 0.255, -0.808], [1.380, -0.282, 1.486], [1.041, -1.868, 0.249], [0.042, -0.867, -0.486], [0.123, 1.151, 0.707], [0.840, -0.141, -2.218], [-0.173, -0.460, 0.276], [1.324, -2.391, -0.456], [-0.275, 0.653, -0.290], [-0.038, -0.217, 0.320], [0.993, -1.639, 0.111], [-4.250, -0.948, -0.404], [-0.746, -0.778, -0.197], [-0.755, -2.092, -0.710], [-1.828, 0.595, 1.283], [0.337, -0.086, -0.398], [3.380, -0.106, 2.201], [-2.180, 0.221, 0.102], [0.741, 14.968, 2.945], [-2.882, -0.021, -0.765], [-1.180, 1.118, -0.668], [-0.637, -0.440, 1.365], [-0.771, 3.055, 0.487], [0.160, -0.388, -0.044], [-2.356, -12.820, -0.498], [1.550, 2.654, 0.991], [1.232, -0.469, -1.373]]
}

=====

{
  "formula": "H22O11",
  "method": "the ωB97M-V functional and the def2-TZVPD basis",
  "spin_multiplicity": 1,
  "total_energy_ha": -840.7614,
  "smiles": "O.O.O.O.O.O.O.O.O.O.O",
  "homo_energy_ev": -9.75,
  "relative_energy_kj_mol": 311.6,
  "fmax_ev_per_a": 1.965,
  "charge": 0,
  "orbital_gap_ev": 9.35,
  "elements": ["O", "H", "H", "O", "H", "H", "O", "H", "H", "O", "H", "H", "O", "H", "H", "O", "H", "H", "O", "H", "H", "O", "H", "H", "O", "H", "H", "O", "H", "H", "O", "H", "H"],
  "coordinates": [[-0.4375, 0.8754, -0.9952], [-0.1385, 1.7508, -1.2661], [0.3169, 0.5057, -0.5228], [-3.9785, 1.4829, 0.8807], [-3.7791, 0.5643, 0.6673], [-4.3490, 1.8380, 0.0648], [0.4861, 1.8393, -3.8637], [1.0191, 1.7113, -3.0709], [0.5624, 1.0021, -4.3352], [4.0537, -0.9163, 0.3428], [3.4802, -0.4775, 0.9812], [4.7346, -0.2618, 0.1506], [-1.1800, 3.9732, -0.3000], [-0.2732, 4.0242, 0.0226], [-1.5466, 3.2044, 0.1512], [2.7228, -0.4075, 3.6382], [3.4592, -0.2310, 4.2345], [3.0947, -0.2714, 2.7595], [-0.4597, -2.1623, -3.9979], [-1.1720, -1.5372, -3.8225], [-0.5802, -2.8483, -3.3316], [-3.0924, -1.0587, 2.4366], [-2.1879, -0.8333, 2.6816], [-3.4203, -0.2667, 1.9960], [-0.2241, -1.7500, -1.7111], [-1.0487, -1.6071, -1.2329], [0.2538, -2.3879, -1.1691], [1.9497, -2.7361, -1.0890], [2.4027, -1.9042, -1.2672], [2.6517, -3.3959, -1.1158], [-1.2351, 0.7023, 3.6585], [-1.2952, 1.5059, 4.1874], [-0.7894, 0.0735, 4.2372]],
  "forces_ev_per_a": [[0.251, 0.423, 0.285], [-0.373, 0.130, -0.057], [-0.173, -0.242, -0.109], [0.027, -0.025, -0.056], [-0.014, 0.212, -0.474], [-0.001, 0.004, 0.060], [0.196, 0.080, 0.000], [-0.087, -0.111, -0.198], [-0.073, -0.040, 0.079], [-0.025, 0.220, 0.045], [-0.018, -0.152, -0.313], [0.037, -0.059, -0.045], [0.232, -0.103, 0.027], [-0.121, 0.106, 0.011], [-0.121, -0.089, 0.011], [0.088, 0.107, -0.093], [-0.057, -0.044, -0.001], [-0.059, -0.064, 0.366], [-0.414, -0.453, -1.867], [0.255, -0.125, 0.087], [0.153, 0.462, -0.085], [-0.107, -0.319, -0.414], [-0.230, 0.257, -0.003], [0.149, -0.122, 0.726], [-0.775, 0.088, 1.670], [-0.009, 0.284, 0.027], [0.233, -0.084, -0.046], [0.913, -0.433, 0.133], [-0.059, 0.017, 0.045], [-0.113, 0.012, 0.102], [0.314, 0.056, 0.215], [-0.105, -0.047, -0.132], [0.085, 0.056, 0.005]]
}

=====

{
  "formula": "H22O11",
  "method": "the ωB97M-V functional and the def2-TZVPD basis",
  "spin_multiplicity": 1,
  "total_energy_ha": -840.7218,
  "smiles": "O.O.O.O.O.O.O.O.O.O.O",
  "homo_energy_ev": -9.53,
  "relative_energy_kj_mol": 415.7,
  "fmax_ev_per_a": 1.930,
  "charge": 0,
  "orbital_gap_ev": 8.69,
  "elements": ["O", "H", "H", "O", "H", "H", "O", "H", "H", "O", "H", "H", "O", "H", "H", "O", "H", "H", "O", "H", "H", "O", "H", "H", "O", "H", "H", "O", "H", "H", "O", "H", "H"],
  "coordinates": [[0.8011, 0.0548, -0.6959], [1.4467, -0.3714, -0.1210], [0.1584, 0.4341, -0.0860], [0.1123, -1.9961, 2.4346], [0.7181, -1.4025, 1.9766], [0.1945, -1.7455, 3.3616], [-3.3489, 0.8107, -1.5992], [-2.6047, 1.0254, -1.0255], [-3.2813, -0.1427, -1.7239], [0.7696, 1.0040, -3.4326], [-0.1270, 0.6763, -3.5655], [1.0969, 0.4940, -2.6831], [3.7623, -0.0728, 4.1607], [3.6562, -0.3471, 3.2428], [2.8644, 0.1210, 4.4528], [1.8991, -3.8741, -1.9513], [1.0768, -4.3185, -2.1865], [2.0641, -4.1513, -1.0431], [0.1991, -2.6015, -0.5480], [-0.3205, -2.9075, 0.2039], [1.0751, -2.4427, -0.1785], [-0.1884, 3.1454, -1.6203], [0.5425, 2.5292, -1.7439], [-0.1599, 3.3575, -0.6805], [0.1287, 2.4510, 3.9697], [0.1453, 2.5426, 4.9290], [-0.6656, 1.9330, 3.7973], [-1.7862, 2.1793, -2.9734], [-2.4363, 2.0572, -2.2723], [-1.8926, 3.1011, -3.2339], [-1.8146, -0.8791, 0.2750], [-1.6884, -0.1905, 0.9375], [-2.3966, -0.4731, -0.3772]],
  "forces_ev_per_a": [[0.521, 0.575, 0.368], [-0.012, 0.101, -0.262], [-0.056, -0.152, -0.289], [0.127, 0.252, 0.100], [-0.110, -0.069, 0.003], [-0.021, -0.149, 0.013], [-0.630, -0.691, 1.089], [-0.005, 0.113, 0.028], [-0.256, 0.086, -0.632], [0.364, -0.178, -0.069], [-0.059, 0.340, 0.069], [-0.072, -0.112, -0.024], [-0.240, -0.096, -0.118], [0.143, 0.047, 0.082], [0.112, 0.089, 0.040], [0.737, -0.536, -0.309], [0.017, 0.269, 0.110], [-0.087, -0.083, -0.237], [-0.229, -0.399, 0.591], [-0.154, 0.245, 0.079], [-0.179, -0.212, -0.331], [0.800, 0.737, 1.595], [-0.063, -0.202, -0.493], [0.226, 0.275, 0.002], [-0.075, -0.253, 0.050], [0.039, 0.085, -0.062], [0.020, 0.113, 0.024], [-1.205, -0.003, -1.317], [0.150, 0.254, -1.000], [0.413, -0.158, 0.009], [-0.129, 0.344, 0.195], [-0.228, -0.225, 0.206], [0.139, -0.405, 0.490]]
}

=====

{
  "formula": "H22O11",
  "method": "the ωB97M-V functional and the def2-TZVPD basis",
  "spin_multiplicity": 1,
  "total_energy_ha": -840.6474,
  "homo_energy_ev": -10.39,
  "relative_energy_kj_mol": 611.0,
  "fmax_ev_per_a": 13.241,
  "charge": 0,
  "orbital_gap_ev": 9.70,
  "elements": ["O", "H", "H", "O", "H", "H", "O", "H", "H", "O", "H", "H", "O", "H", "H", "O", "H", "H", "O", "H", "H", "O", "H", "H", "O", "H", "H", "O", "H", "H", "O", "H", "H"],
  "coordinates": [[41.5900, 15.9090, 41.7580], [42.1870, 15.3800, 41.2110], [42.0510, 15.7540, 42.6550], [41.1180, 19.6720, 44.7470], [41.9960, 19.9870, 44.5180], [40.8720, 19.0620, 44.0500], [39.2020, 19.3540, 40.8460], [39.3930, 18.9300, 40.0260], [38.4310, 19.9590, 40.7290], [36.7830, 13.3250, 40.6240], [37.2740, 14.0760, 40.7810], [35.9390, 13.3880, 40.8430], [38.1750, 16.0850, 44.3710], [38.9600, 15.9970, 44.9170], [38.1580, 16.3070, 43.5410], [39.0890, 16.2080, 39.3770], [39.2760, 17.1940, 39.1230], [38.3620, 16.2940, 39.8610], [38.3850, 16.6770, 42.3470], [39.0510, 17.3090, 42.6950], [38.9010, 15.8930, 41.9790], [39.7430, 14.4960, 41.8380], [39.6240, 13.8550, 40.9590], [40.5580, 14.6980, 41.6190], [35.7020, 18.2230, 42.1280], [34.9580, 17.6950, 42.4270], [36.5200, 17.6550, 41.9460], [40.7360, 18.3400, 42.3330], [40.1860, 18.8110, 41.6730], [41.1690, 17.5000, 41.7330], [37.1390, 13.5620, 43.7730], [37.7970, 13.0880, 43.2830], [37.5560, 14.2900, 44.0680]],
  "forces_ev_per_a": [[3.322, -0.433, 1.943], [0.156, 0.389, -0.579], [-1.258, 0.762, -1.563], [0.068, 0.335, 0.741], [-0.060, -0.054, -0.101], [0.071, -0.171, -0.550], [-2.214, 1.882, -0.644], [-0.119, -0.073, -1.044], [0.867, -0.742, 0.116], [4.722, -3.504, -2.653], [0.930, 2.574, 0.868], [-5.603, 0.916, 1.825], [-1.109, -3.660, 12.677], [-0.040, 0.331, -0.747], [0.414, 1.632, -6.412], [5.507, 2.563, -4.117], [-0.414, -3.101, 0.445], [-5.060, 0.436, 3.498], [0.913, 1.149, -5.124], [0.026, -0.028, -0.803], [-0.432, 0.923, 0.487], [-7.346, -6.030, -2.700], [-0.548, 2.070, 3.438], [6.054, 2.277, -0.792], [1.691, -0.335, -0.740], [0.398, -0.406, -0.002], [-1.911, 0.710, 0.781], [2.384, -3.867, -1.994], [0.401, 0.101, 1.068], [-1.649, 3.375, 2.700], [-2.767, -4.077, -1.454], [0.376, -0.476, -0.448], [2.231, 4.531, 1.885]]
}